# 1
30
Properties=species:S:1:pos:R:3 method="wB97M-V/def2-TZVPD" total_charge=-1 gap_ha=0.20509 de_lowest_kj_mol=4.2 homo_energy_ev=-4.40
Sn 11.37854 0.47790 5.55816
P 11.61649 3.49189 6.21882
O 11.45666 3.16245 4.68372
O 7.52856 -1.78270 8.03189
O 11.43515 4.95060 6.60887
O 8.26133 1.42089 11.93991
O 10.31936 2.72467 6.74672
O 12.87926 2.73379 6.74732
N 8.37274 1.86633 8.27895
C 8.73083 1.99025 9.66363
C 7.48649 1.62040 13.11075
C 7.67588 1.94924 10.75724
C 8.11832 0.52954 7.75093
C 7.40273 -0.49372 8.64137
C 6.93876 -2.79358 8.83475
H 9.30661 2.91356 9.75940
H 6.38513 -0.19757 8.89920
H 7.61793 0.59132 6.77708
H 6.74843 1.38801 10.60164
H 7.28612 -2.72202 9.87102
H 7.32184 2.69373 13.24912
H 9.04907 2.30711 7.63927
H 7.33538 2.97389 10.94779
H 8.06878 -0.64219 9.49811
H 5.85234 -2.68122 8.81494
H 9.55469 1.29321 9.88445
H 7.27699 -3.76980 8.49064
H 7.98248 1.25944 14.01069
H 9.04620 0.11496 7.31418
H 6.50339 1.13875 13.08982


# 2
169
Properties=species:S:1:pos:R:3 method="wB97M-V/def2-TZVPD" spin_multiplicity=2 total_charge=+6 gap_ha="0.12892 / 0.10840" de_lowest_kj_mol=0.0 homo_energy_ev="-16.13 / -16.13"
S 16.07420 -19.86185 2.18951
S 17.70781 -17.84365 2.39421
P 14.89152 -21.29844 -2.47289
F 13.73544 -20.39600 -1.87646
F 17.21701 -22.17785 2.81430
F 14.94639 -20.97943 6.30799
F 18.33548 -16.15972 0.47843
F 13.80957 -21.62837 -3.69986
F 20.63823 -25.40832 2.76642
F 13.12967 -21.95803 6.91517
F 18.52857 -20.87688 1.56780
F 19.59156 -17.96317 0.43416
F 16.05507 -22.17367 -3.14637
F 13.15331 -20.25736 5.60554
F 15.40072 -20.03697 -3.31154
F 18.85421 -24.41402 3.37741
F 19.94284 -16.36045 1.96797
F 14.43989 -22.56426 -1.61802
F 15.75039 -20.78027 -1.15995
F 16.82133 -21.99738 0.74705
F 19.66861 -23.93117 1.52046
O 14.76227 -15.78447 -1.52090
O 12.61265 -22.87685 4.15143
O 14.79808 -20.21472 1.59988
O 18.10723 -26.40358 -3.80099
O 18.54388 -18.78251 3.16684
O 14.39821 -23.72834 5.29009
O 19.24179 -26.99330 0.68844
O 19.09055 -17.40143 6.14949
O 22.75772 -23.08241 2.62926
O 17.12081 -16.75347 3.17915
O 11.50291 -19.74553 0.61472
O 22.95489 -20.74619 0.40775
O 20.21657 -15.57437 -1.99711
O 17.32268 -25.75155 1.27993
O 15.36420 -13.32364 0.16470
O 18.47851 -14.73781 4.42647
O 15.98422 -19.75792 3.63043
N 14.35992 -12.48464 2.15171
N 16.79653 -18.50421 1.41016
N 11.45835 -22.01039 1.49502
N 19.16842 -12.83230 5.78496
N 17.26680 -16.99682 7.53111
N 21.60064 -16.58140 -3.75726
N 22.80714 -21.30673 4.19328
N 21.76422 -21.53871 -1.50353
N 17.25516 -26.09509 -1.53249
N 15.53978 -17.98890 -1.00092
C 17.30650 -21.31528 1.78549
C 17.75298 -19.33876 6.82936
C 19.40054 -24.91520 2.31185
C 15.83033 -23.62970 5.35023
C 13.22757 -17.28803 -0.38422
C 22.09521 -16.82199 -1.11884
C 20.43874 -21.45721 -0.81995
C 14.49073 -16.88550 -1.04606
C 20.88157 -14.45718 4.56997
C 19.39551 -14.06832 4.87416
C 21.31907 -20.86345 4.06323
C 16.97821 -24.57984 -1.62964
C 16.23909 -16.42453 6.57999
C 23.01175 -22.76817 3.78756
C 11.48906 -20.44878 1.61197
C 13.74784 -21.44346 5.86745
C 20.42180 -16.10420 -4.64606
C 15.53069 -13.00139 1.28300
C 16.76387 -17.70724 -1.87101
C 23.53137 -23.76282 4.88513
C 18.16356 -11.80274 5.30316
C 19.02612 -17.02203 1.21398
C 18.61661 -26.13840 1.65516
C 24.15254 -22.39498 -0.89553
C 23.00198 -21.47798 -0.54242
C 18.24276 -28.28428 -2.44210
C 12.96195 -12.42655 1.45288
C 13.81557 -22.49558 4.74220
C 16.76906 -13.41722 2.06383
C 11.81862 -19.83454 2.97483
C 16.29577 -24.95877 5.92752
C 17.90971 -26.88020 -2.69965
C 18.16908 -17.87568 6.83892
C 21.21528 -16.28857 -2.25814
C 15.30179 -24.78676 1.55424
C 16.20916 -25.81017 2.16086
C 12.39257 -22.49606 0.41122
H 15.14716 -24.86935 0.47843
H 20.22956 -15.05986 -4.40010
H 20.95733 -15.54056 4.47700
H 12.10697 -23.52739 0.20412
H 12.80745 -13.44729 1.10312
H 18.06556 -10.97536 6.00597
H 22.78936 -23.81914 5.68159
H 18.26516 -11.42322 4.28642
H 11.68857 -22.44832 2.37554
H 15.84862 -18.11056 -0.04702
H 16.61102 -15.56265 6.02598
H 16.40445 -26.55918 -1.24789
H 24.48955 -23.49184 5.32848
H 17.08499 -23.97947 -0.72617
H 21.98178 -16.15615 -0.26333
H 12.58332 -17.72225 -1.14874
H 24.26020 -22.42002 -1.97991
H 18.50842 -26.79214 2.52063
H 17.47341 -18.51496 -1.69142
H 20.07477 -12.46624 6.03922
H 17.77388 -16.19868 7.88598
H 18.43815 -20.01113 6.31306
H 13.38173 -22.47508 0.86862
H 15.50528 -15.92941 7.21598
H 21.48218 -14.10717 5.40953
H 16.53192 -17.53757 -2.92245
H 12.35930 -21.90705 -0.50533
H 15.99827 -25.02344 6.97414
H 15.73329 -26.79081 2.16415
H 14.58891 -11.52910 2.38539
H 23.13006 -16.81698 -1.46111
H 11.14358 -20.33732 3.66740
H 17.61232 -28.61225 -1.61561
H 17.96074 -28.92887 -3.27461
H 16.80962 -19.52589 6.31639
H 21.91221 -22.40793 -1.99614
H 20.28753 -20.46953 -0.38438
H 23.09417 -21.15274 5.14931
H 16.49320 -25.33733 3.10098
H 16.28180 -22.89424 6.01609
H 13.10350 -11.83209 0.55029
H 19.55648 -16.75495 -4.52017
H 21.79451 -17.80319 -0.75151
H 21.30939 -13.95999 3.69941
H 20.74259 -21.49857 4.73583
H 12.87008 -19.88726 3.25723
H 23.76316 -24.79875 4.63770
H 17.60429 -13.24193 1.38577
H 17.38110 -25.05784 5.90926
H 16.28509 -23.41674 4.38279
H 13.33594 -17.94486 0.47888
H 16.82389 -14.45813 2.38258
H 18.90160 -13.21366 6.68133
H 22.43696 -16.04374 -3.93499
H 21.18000 -19.81452 4.32495
H 23.51351 -20.77910 3.70060
H 21.75078 -17.56841 -3.91013
H 23.85518 -23.39323 -0.57431
H 15.87205 -25.73452 5.28973
H 25.05987 -21.99945 -0.43902
H 12.24057 -11.94510 2.11312
H 16.05996 -24.40263 -2.18957
H 14.27350 -24.83364 1.91274
H 20.87317 -16.20769 -5.63280
H 15.66883 -17.19270 6.05767
H 11.44852 -18.81091 2.91746
H 16.71724 -17.31628 8.31599
H 21.81299 -20.80921 -2.20034
H 17.80421 -26.24558 -0.69823
H 14.40866 -22.17951 3.88403
H 17.04882 -12.70469 2.83981
H 21.04066 -20.96093 3.01390
H 10.52211 -22.37416 1.38900
H 19.63182 -21.63633 -1.53052
H 17.10410 -16.76907 -1.43264
H 17.81753 -24.31768 -2.27378
H 20.38116 -22.21322 -0.03686
H 15.14018 -18.83571 -1.37951
H 19.31287 -28.31235 -2.23672
H 17.23991 -12.34216 5.09341
H 17.57926 -19.64548 7.86079
H 15.59460 -23.73750 1.59191
H 14.31917 -12.96414 3.03969
H 12.86543 -16.35437 0.04617


# 3
55
Properties=species:S:1:pos:R:3 method="wB97M-V/def2-TZVPD" gap_ha=0.30303 de_lowest_kj_mol=1750.7 homo_energy_ev=-7.74
S -0.29109 2.84804 -0.96007
O -2.71321 -1.86617 -0.41265
O -4.75027 -2.06374 -0.16753
N 3.33714 -0.13734 -0.46650
N 0.55458 0.50662 -1.12718
N -1.45211 0.71174 -0.28219
C 0.85068 -0.82596 -0.92858
C -4.92140 1.75162 1.65901
C -4.62327 -3.23160 -0.52081
C 2.00721 -0.76902 0.30346
C -6.10300 -3.81477 -0.20475
C -3.67869 -1.30872 -0.04663
C 5.54890 0.64218 0.19784
C 6.76691 0.13837 1.20314
C -0.41039 1.29230 -0.94458
C -2.83110 2.39907 0.83121
C -3.71452 0.16104 0.32423
C 6.19031 -2.08128 0.93623
C -3.94145 2.87006 1.60395
C 2.91961 1.07248 -0.71165
C -4.90897 0.56886 1.01574
C 7.18423 -1.24878 0.91465
C 1.85319 0.97032 -1.76194
C 4.96918 -2.06601 0.09042
C -2.58661 0.86422 0.21972
C 4.49689 -0.46520 0.42531
H 2.61678 1.61607 0.09265
H 4.06162 -2.50393 0.30900
H 8.14490 -1.25363 1.49490
H 1.20965 -1.27006 -1.66458
H -1.41301 -0.50693 -0.55041
H 7.65185 -1.22298 -0.39940
H -3.94633 -3.82950 -0.02404
H -5.83962 2.14297 2.12608
H 3.98451 -0.39568 1.74132
H 6.39527 0.14324 2.18464
H 5.22315 1.57162 0.53394
H 1.49192 2.21588 -2.19464
H -0.09151 -1.21689 -0.25184
H 1.70871 -0.07502 0.83532
H -4.36345 -3.10844 -1.61029
H 2.26797 0.47572 -2.69752
H 3.73776 1.51543 -1.23799
H -6.71781 -3.16114 -0.90296
H -6.31937 -3.90952 0.87064
H -6.06337 -4.89980 -0.55362
H -5.64878 -0.11246 1.13310
H 5.82179 -2.22963 2.03102
H 5.33485 -1.95720 -0.79771
H -1.87311 3.08265 0.77480
H 2.17514 -1.79259 0.66732
H 6.51774 -3.21624 0.96604
H -4.07495 3.71520 2.08788
H 5.82022 0.51128 -0.92390
H 7.49701 0.79404 0.96829


# 4
97
Properties=species:S:1:pos:R:3 method="wB97M-V/def2-TZVPD" spin_multiplicity=2 gap_ha="0.21031 / 0.22755" de_lowest_kj_mol=176.6 homo_energy_ev="-7.57 / -7.57"
Br 2.15959 -0.32346 -4.61962
V -1.16777 -0.66421 -0.00569
P 1.93035 -0.33477 1.29615
P 1.70422 2.67486 1.56398
O 1.22178 2.57781 0.18483
O 3.15456 3.31258 1.50356
O 0.85223 3.45402 2.64114
O -1.07475 -2.27138 -0.31059
O -0.26033 -4.32829 -0.11985
O -7.89043 0.76533 -0.96380
O -1.20604 0.90766 -0.45651
O -1.56222 -0.67038 1.82778
O -2.38513 2.65676 -1.15490
O -3.20585 -0.71949 3.34400
O -3.73484 -6.59343 -3.41919
O -7.91180 0.09949 1.22415
O 2.03264 -1.45237 2.39273
O 3.36533 -0.18240 0.64432
O -4.24839 -4.95948 -4.96196
O 0.93413 -0.66023 0.22536
N -3.18559 -0.56962 -0.15594
N 0.21478 3.27299 -4.33323
C -7.44503 0.36048 0.11392
C 3.58532 -0.27466 -0.79508
C -3.08329 -5.44033 -3.09877
C -3.40075 -4.45327 -4.03180
C 3.42442 4.40394 3.72037
C -0.60021 1.94297 -2.52735
C -2.04344 -2.91645 -2.87616
C -0.06854 4.57327 2.53585
C -4.47372 -6.32072 -4.60416
C -2.87512 -3.18693 -3.96039
C -1.75061 -3.88777 -1.92723
C 3.64543 -1.73207 -1.21615
C 4.87514 0.46745 -1.07828
C 4.08885 3.74420 2.52341
C -3.89920 -0.31767 -1.25915
C 0.18446 5.42196 1.30149
C -3.77852 -0.47019 1.04375
C 2.11715 -2.87490 2.08415
C -1.48054 1.88626 -1.31712
C -2.82553 -0.64503 2.20743
C -0.94813 -3.54917 -0.71915
C 0.22999 0.89052 -2.89662
C 3.52588 -3.33415 2.41266
C -1.48394 4.02938 2.62415
C -0.57010 3.11322 -3.27715
C 1.80597 1.07425 2.42966
C -5.23553 0.01863 -1.19524
C -2.24357 -5.19559 -2.04743
C -5.85987 0.08004 0.04501
C 4.97905 2.58224 2.94827
C 0.99829 2.26993 -4.69698
C -5.11505 -0.16230 1.19200
C 1.02711 1.06378 -4.00938
C 1.04795 -3.57382 2.89868
H -0.14992 4.90386 0.40577
H 0.92632 0.94214 3.05862
H 1.08689 -4.64546 2.70958
H 0.26462 -0.02024 -2.31336
H 4.68788 4.48274 1.98795
H 1.62731 2.42505 -5.56542
H -3.38128 -0.36748 -2.21123
H 2.80721 5.24604 3.40905
H 0.06519 -3.19742 2.61589
H 4.43021 -2.25072 -0.66266
H 4.25012 -2.77976 1.81542
H 3.63380 -4.39835 2.20774
H 1.91031 -3.02263 1.02058
H 1.25029 5.63516 1.20012
H 3.73275 -3.15313 3.46789
H -1.20990 3.94548 -3.01076
H -4.12977 -6.97990 -5.40569
H 3.86601 -1.80393 -2.27890
H 0.14192 5.16765 3.42910
H 2.79736 3.68698 4.24864
H 4.78870 1.50364 -0.75103
H -3.12114 -2.43961 -4.70135
H -5.55419 -0.11524 2.17875
H 2.75128 0.22835 -1.28617
H -1.53820 3.28529 3.41926
H -5.80150 0.25482 -2.08585
H -0.35892 6.36189 1.38601
H 5.16660 1.92521 2.09893
H -1.57382 -1.94291 -2.79755
H 4.19020 4.76717 4.40505
H 2.70584 1.00926 3.03870
H -1.97184 -5.95565 -1.32888
H -5.54091 -6.47569 -4.42867
H 5.08200 0.44640 -2.14769
H 5.93031 2.96485 3.31538
H 1.20478 -3.38461 3.96091
H -1.77888 3.56615 1.68492
H 4.51259 2.00618 3.74929
H 2.69208 -2.22756 -1.02943
H -2.18664 4.83174 2.84591
H 5.70357 -0.00524 -0.54877


# 5
57
Properties=species:S:1:pos:R:3 method="wB97M-V/def2-TZVPD" gap_ha="0.20453 / 0.20422" de_lowest_kj_mol=126.1 homo_energy_ev="-7.21 / -7.21"
Mo 0.01720 -0.01710 0.47300
Cl -3.08130 2.87000 -0.60260
Cl 0.61710 -0.09110 -3.09920
Cl -2.92450 2.70620 -5.99540
S -2.29250 -0.44630 1.31850
S -3.48900 -1.47830 3.87600
S -0.91380 -1.53940 5.26230
S 0.58160 -0.46760 2.89840
S -3.35390 -2.38440 6.70990
O -0.40320 -1.51030 -0.80530
O -6.04970 -0.71730 -3.09490
O -4.55000 0.40940 -2.05090
O -0.82340 1.12180 -0.79450
O 0.13430 -3.59460 -1.27410
N -4.96670 -0.61230 -2.56060
N 1.75870 -1.58580 0.60720
N 1.98180 0.90820 -0.41570
N 0.16190 2.01890 1.50060
C -1.29810 1.43720 -1.95220
C -2.87050 -1.68080 -1.93320
C -2.91130 2.70120 -3.29840
C 1.53930 2.50010 1.40120
C -0.73870 0.98290 -3.16750
C -2.09410 -0.94810 2.95420
C -0.66160 -2.66000 -1.29930
C -4.10440 -1.76300 -2.55850
C -2.01050 -2.77000 -1.96530
C 3.22950 0.16360 -0.21420
C -4.50720 -2.92900 -3.20280
C -2.62960 -1.83630 5.35780
C -3.65220 -4.01670 -3.21370
C -2.39930 2.32210 -2.07740
C -2.41040 -3.94230 -2.60210
C -2.31470 2.22050 -4.45930
C -1.22240 1.36780 -4.40060
C 2.00390 2.32260 -0.04030
C 3.04150 -0.93070 0.83850
C -0.90780 -0.97840 3.60550
H 3.00260 2.75600 -0.17870
H 1.62470 3.55500 1.68720
H 1.59940 -2.28630 1.33290
H 4.03120 0.83900 0.09810
H -3.76820 3.35190 -3.35400
H -0.11970 2.00180 2.48350
H 3.87970 -1.63490 0.78050
H 3.52450 -0.30500 -1.15880
H 1.30090 2.85820 -0.68930
H -2.59220 -0.77500 -1.41280
H -5.47450 -2.96200 -3.68200
H 3.02540 -0.50060 1.84580
H -1.73120 -4.78190 -2.60980
H 2.16210 1.90160 2.07330
H -0.74450 1.01840 -5.30040
H -3.95410 -4.92700 -3.70820
H 1.75410 0.85640 -1.40840
H 1.75130 -2.10050 -0.28260
H -0.47020 2.66880 1.01750


# 6
8
Properties=species:S:1:pos:R:3 method="wB97M-V/def2-TZVPD" smiles=c1cp[nH]n1 gap_ha=0.30976 de_lowest_kj_mol=130.4 homo_energy_ev=-8.35
P -1.78099 -0.44831 -0.00072
N 0.34473 1.11764 0.00995
N -0.96725 0.98668 -0.00904
C 0.29205 -1.22257 0.00642
C 0.97115 -0.06401 0.01587
H -1.44932 1.88171 -0.03966
H 0.54085 -2.25740 -0.02814
H 2.04877 0.00626 0.04531


# 7
69
Properties=species:S:1:pos:R:3 method="wB97M-V/def2-TZVPD" spin_multiplicity=5 total_charge=-1 gap_ha="0.07938 / 0.17748" homo_energy_ev="0.24 / -2.40"
Mn -0.08502 -1.04905 -1.34393
Cl -0.18153 -0.00921 -3.31453
P 0.32378 3.04369 -0.20221
P -0.33409 -2.84333 -0.16722
O -0.75615 0.01409 2.22513
O 1.15741 -0.47396 3.13037
N 0.27749 0.36055 2.86248
C -0.06635 -3.71610 1.32551
C 2.06221 -2.60806 -1.65457
C 2.91887 1.88697 -0.16872
C 1.32254 3.27985 2.38354
C 1.36834 -3.53412 1.80962
C 2.47596 4.16838 -1.25334
C -2.96361 -1.89450 0.14984
C 0.16964 3.69274 1.45458
C 0.91848 -4.88450 -1.53799
C -1.18756 3.34078 2.09317
C -1.07140 -3.31622 2.40122
C 1.94827 2.76929 -0.96626
C 0.72388 -3.37062 -1.58728
C -2.56587 -4.05530 -1.15435
C -2.04653 -2.65839 -0.81693
C -2.23131 2.71715 -1.37027
C -1.08741 5.00123 -1.29870
C -0.89986 3.48547 -1.43031
H -1.97199 -2.06810 -1.76595
H 2.41872 1.21074 0.53846
H -2.12370 1.70557 -1.78155
H 1.70503 2.24531 -1.90212
H 3.63610 2.50180 0.38394
H 1.21797 3.85403 3.31463
H -1.22041 3.80676 3.08664
H -1.57439 5.24452 -0.34073
H 1.29786 2.21099 2.63096
H -3.55486 -2.58315 0.76974
H -0.23805 -4.74310 0.98931
H 0.14346 -3.12062 -2.50278
H -3.63823 -3.98683 -1.38362
H 2.60966 -2.63523 -0.70163
H 3.49170 1.25651 -0.86211
H -2.98462 3.23539 -1.98351
H -2.09974 -3.54030 2.10666
H 1.48154 -4.18788 2.68779
H 1.88631 4.66956 -2.03843
H -2.05111 -4.48187 -2.02061
H -2.61853 2.64721 -0.34514
H -2.42633 -1.21364 0.82660
H 2.29801 3.50348 1.94836
H -0.03416 -5.42026 -1.53877
H 1.94643 -1.55574 -2.00516
H -1.31923 2.25998 2.21492
H -2.44325 -4.76323 -0.32111
H -1.71872 5.37177 -2.11732
H -0.81787 -3.90344 3.28894
H 1.55403 -2.49469 2.13397
H 2.68854 -3.12057 -2.39881
H 2.44578 4.79977 -0.34871
H -0.42984 3.24529 -2.39820
H 0.21557 4.78299 1.27434
H -3.64364 -1.26795 -0.44523
H 0.21711 -1.40319 0.35418
H 2.12198 -3.80646 1.05677
H -2.02344 3.71218 1.49289
H -0.99916 -2.24160 2.64323
H 3.51717 4.10873 -1.59384
H 1.49092 -5.19638 -0.66232
H -0.12714 5.53146 -1.35255
H 1.46781 -5.18067 -2.44048
H 0.01655 1.66402 -0.06050